Formula: C2H8N4S2
Source: the Open Molecules 2025 dataset
Level of theory: the ωB97M-V functional and the def2-TZVPD basis

Each line ends with the Mulliken charge.
Atoms and positions in Å:
H 1.656 1.424 -2.419  0.1401
N -0.852 0.405 -1.563  -0.3820
N 0.270 -2.268 -1.120  -0.7497
H -0.910 -2.634 -1.529  0.2660
S -1.207 2.084 1.070  -0.2582
H 1.642 0.172 1.228  0.2781
S 0.385 0.556 -2.854  -0.1479
H -2.193 1.658 1.935  0.1334
N 0.289 -1.318 -0.117  -0.0979
H -1.355 1.289 -1.321  0.3143
N -0.098 0.871 0.708  -0.0124
C -0.271 -0.124 -0.278  0.4422
H 0.246 -0.547 2.282  0.2698
C 0.679 0.447 1.821  -0.7506
H 0.665 -3.245 -0.418  0.2902
H 1.053 1.230 2.575  0.2646

Forces on atoms 1 to 3 (eV/Å):
H -2.9049 -1.6133 -0.2598
N 1.6100 -0.0767 1.6175
N -1.9611 -5.0993 1.2719

Properties
highest occupied orbital energy = -8.36 eV
relative energy (zero: lowest compared OMol25 entry of this formula, charge and spin) = 383.6 kJ/mol
orbital gap = 8.59 eV



Formula: C63H80CsNO4P2SbSi4
Source: the Open Molecules 2025 dataset
Level of theory: the ωB97M-V functional and the def2-TZVPD basis

Each line ends with the Mulliken charge.
Atoms and positions in Å:
C -0.855 -6.573 -3.729  -0.8104
H 1.350 -0.799 -6.299  0.4333
H -0.940 6.237 4.358  0.4124
C 2.420 -3.005 3.553  -0.3705
C 0.365 7.424 1.192  -1.6373
C 1.203 -7.318 0.493  -0.1004
C -0.806 3.852 0.719  -0.9251
C -1.865 -6.634 1.754  -0.0150
H 6.021 -0.233 -1.016  0.4862
C 0.114 -1.080 4.429  -1.8552
P 0.110 -1.792 2.664  0.5002
H 4.698 -1.546 0.538  0.5730
C 5.213 -0.183 -1.752  -2.0526
C -3.099 -5.395 0.121  -0.3863
C 4.041 1.812 4.321  -0.6919
C -3.369 3.900 4.679  -0.5868
C 3.888 -1.622 -0.192  -0.7541
H 3.386 -6.067 4.648  0.3814
H -3.318 6.023 5.029  0.3743
H -4.626 3.412 -3.707  0.4126
H 4.344 0.864 2.405  0.4893
C 1.454 3.796 0.921  -0.1677
H 2.947 -1.735 0.351  -1.1416
Sb -0.275 2.183 -3.192  -1.0652
H 4.043 -2.503 -0.818  0.3442
C 2.365 -8.037 0.758  -0.8452
H -1.340 5.736 -2.563  0.1115
C -2.757 5.149 4.718  -0.6782
H -3.060 5.902 -2.986  0.5106
H -1.730 3.293 0.592  0.3142
H -2.547 4.800 -1.684  0.1072
C 3.568 -7.368 0.957  -0.6741
C -4.283 -5.959 0.580  -0.6764
H 2.558 5.856 -3.090  0.4871
C -1.296 2.881 3.931  0.7874
C -0.365 -4.020 -2.786  0.0240
H -0.162 -3.016 -2.451  -0.4815
H 0.331 4.258 3.642  0.3957
C -1.674 -2.279 2.681  1.3355
C 1.680 4.255 -5.626  -0.9474
C 1.208 -5.918 0.430  0.8484
H -1.645 -3.467 4.473  0.2865
C -0.712 -5.522 -4.631  -0.6193
H -1.413 5.055 -5.942  0.2908
O -0.122 -3.341 0.519  0.4278
H -0.872 -7.173 -1.681  0.1762
H 4.111 3.278 -4.001  0.5885
H -5.226 -5.692 0.114  0.4161
H -5.185 -7.305 1.999  0.3465
H -1.049 -7.576 -4.092  0.4004
H 1.015 2.576 5.638  0.4394
H 2.484 5.656 1.221  0.3590
C 3.629 1.244 3.124  -0.8494
C -3.735 2.771 -3.663  -1.1938
C -2.335 4.573 -5.596  -1.2900
H 1.951 0.733 1.890  0.7684
C -1.529 -0.493 -5.172  -0.8594
C -2.647 2.783 4.280  -0.8692
H 2.368 3.208 0.933  0.2454
H -3.145 1.819 4.235  0.3275
H 0.693 4.600 -5.951  0.0732
C -1.425 5.267 4.346  -0.5870
H -3.137 -4.693 -0.710  0.3691
Si -0.299 -4.840 0.033  -1.9418
C 1.429 -5.560 3.915  -0.4615
H -0.609 1.020 -7.764  0.3820
H -0.347 -3.419 -4.849  0.4199
H 1.353 7.790 1.471  0.3956
H 5.356 -0.968 -2.499  0.3129
H -1.357 -1.090 -4.269  -0.0261
H -4.413 3.796 4.951  0.4185
H 2.686 1.058 -0.636  0.1885
H -0.351 7.751 1.948  0.3502
H 1.994 3.450 -6.300  0.2998
H 2.470 -4.180 0.609  0.0888
H -4.471 -1.727 0.826  0.4332
H -0.404 -4.799 3.105  0.2003
C 2.744 -0.517 -2.134  -0.3674
H 0.070 2.546 -7.155  0.2389
H -1.518 -1.168 -6.037  0.3512
H -0.625 0.586 5.627  0.5787
H 0.276 -7.864 0.342  0.2828
C 3.263 2.758 -3.536  -0.6185
H 1.148 -0.814 4.653  0.8910
C -0.640 1.743 -6.939  -0.9341
C -3.848 -2.118 1.623  -0.8447
H 3.449 2.668 -2.458  0.0465
C -3.046 -7.202 2.225  -0.8281
C -0.791 0.140 4.644  -1.6450
O 2.846 -1.392 -3.008  -0.9526
H -0.165 -1.874 5.123  1.0246
C 3.244 -4.002 4.060  -0.7617
H -2.086 -1.117 0.920  0.1753
H -0.923 -6.923 2.218  0.2936
H -3.723 2.259 -2.693  0.2932
H 2.826 -2.008 3.396  0.2461
Si -2.171 3.781 -3.906  0.6090
O 3.556 0.784 -0.273  -0.5518
C -4.396 -2.963 2.578  -0.4811
P -0.462 1.370 3.301  0.3978
H 0.788 5.827 -2.925  0.2343
H 4.473 -7.927 1.167  0.3583
C -0.492 -5.055 -1.850  0.7881
C -3.596 -3.442 3.604  -0.7742
C 1.310 1.663 3.713  0.6579
C 1.434 0.039 -5.594  -0.4260
C 2.269 1.176 2.826  -0.5110
H -5.439 -3.253 2.518  0.3815
H 1.793 4.979 -1.741  -0.0817
C -1.859 -5.715 0.693  0.9510
H -4.013 -4.101 4.358  0.3894
H 1.839 -0.351 -4.650  -0.1672
H 2.333 -9.120 0.805  0.4086
C 1.521 5.175 1.082  -1.4841
C 3.096 2.297 5.220  -0.8393
H 5.253 0.790 -2.249  0.3042
H -1.641 2.179 -6.904  0.1446
H -3.115 5.340 -5.520  0.4442
C -0.467 -4.245 -4.157  -0.5446
C 2.747 -5.284 4.257  -0.9557
C 0.354 5.923 1.050  1.5257
H -2.637 3.851 -6.358  0.3758
H 4.278 -3.776 4.297  0.4401
H -0.790 -5.702 -5.697  0.3852
Si -0.227 0.832 -5.371  0.7123
N 0.311 3.123 0.759  0.6475
O 1.747 0.244 -1.951  -0.4129
C -0.703 4.143 3.951  -0.6129
C -2.503 -1.772 1.676  -0.5061
Cs 0.569 -1.395 -0.596  2.5538
C 2.435 -5.269 0.635  -0.2923
C 3.601 -5.980 0.888  -0.2173
C -4.261 -6.865 1.636  -0.6239
C 0.611 -4.560 3.398  -0.0450
C 1.083 -3.261 3.232  0.7927
H -3.832 2.000 -4.439  0.2687
H 0.084 7.897 0.248  0.3109
H 2.390 5.086 -5.727  0.3970
C -0.747 -6.337 -2.365  -0.3813
H -2.528 -0.050 -5.093  0.2931
H -1.782 5.758 0.829  0.4649
C -0.834 5.229 0.859  -0.3113
H -3.019 -7.909 3.046  0.4178
Si 1.680 3.690 -3.848  0.4543
C 1.701 5.233 -2.802  -0.8037
H 5.098 1.876 4.557  0.3690
C 1.743 2.215 4.919  -0.2651
H 3.413 2.732 6.161  0.3879
C 3.867 -0.363 -1.070  2.6118
C -2.284 5.191 -2.673  -0.8095
C -2.251 -3.088 3.660  -0.3419
H -1.841 -0.159 4.579  0.6409
H 2.154 0.759 -6.004  0.2109
H 4.532 -5.449 1.051  0.4517
H 3.213 1.738 -3.938  0.0059
H 1.041 -6.569 4.022  0.4105

Forces on atoms 1 to 3 (eV/Å):
C 0.0381 0.1088 0.0592
H 0.0403 0.1026 0.0409
H -0.0087 -0.0371 -0.0093

Properties
charge = -1
highest occupied orbital energy = -5.58 eV
relative energy (zero: lowest compared OMol25 entry of this formula, charge and spin) = 6.2 kJ/mol
orbital gap = 7.53 eV



Formula: C45H89BrN5O2S2
Source: the Open Molecules 2025 dataset
Level of theory: the ωB97M-V functional and the def2-TZVPD basis

Each line ends with the Löwdin spin population.
Atoms and positions in Å:
O 5.284 -3.912 5.408  0.5215
H 8.106 -6.467 6.563  0.0016
C -1.944 5.247 -4.942  0.0000
H 1.384 -2.770 -2.293  0.0000
C 6.579 -5.928 4.311  -0.0009
O 3.918 0.571 1.281  0.5255
H 1.295 -0.182 1.990  0.0024
C -1.733 5.030 -2.609  0.0000
C -6.662 -0.043 -1.277  0.0000
H 0.248 3.948 -5.020  0.0000
C 1.935 2.311 1.363  -0.0009
H 2.795 -3.840 6.815  0.0002
C 3.298 -0.989 3.769  0.0163
H -2.084 3.061 -0.673  0.0000
H 1.955 2.195 4.720  0.0000
H 5.734 -6.138 3.654  0.0002
C 6.990 -5.485 8.141  0.0009
H -0.144 -0.200 -1.668  0.0000
H -3.985 1.967 -7.722  0.0000
H 4.536 -6.867 8.198  0.0000
H -5.636 2.916 -2.264  0.0000
H 6.173 -8.137 5.321  -0.0004
C 3.900 -6.005 8.022  0.0023
C 0.415 -1.084 -1.373  0.0001
H -6.080 1.981 -4.364  0.0000
C -2.912 3.750 -0.506  0.0000
H 4.616 -7.557 5.879  0.0015
H -0.213 -1.675 -0.702  0.0000
H 6.983 -4.952 4.054  -0.0006
H 3.082 -6.310 7.368  0.0013
H 5.534 -1.027 2.185  -0.0006
H -5.026 3.350 -0.527  0.0000
H -0.252 1.782 -2.954  0.0000
C -4.151 3.028 0.035  0.0000
H 0.938 2.732 1.514  -0.0004
H 1.275 -0.720 -0.804  0.0002
H -7.378 0.950 -3.762  0.0000
H 5.555 -4.383 9.332  0.0016
H 3.657 1.226 5.360  0.0000
H -4.282 -1.274 -1.946  0.0000
H 2.608 3.138 1.132  0.0002
H 3.286 -3.505 8.481  -0.0004
H -1.404 4.994 -5.853  0.0000
H -1.741 6.301 -4.721  0.0000
H 1.203 -1.372 4.095  0.0007
H -4.936 3.616 -5.614  0.0000
H -8.950 2.691 -3.819  0.0000
H 1.328 1.733 -2.185  0.0000
S -3.373 4.564 -2.051  0.0000
C 0.788 2.088 -3.070  0.0000
C -4.496 0.740 -1.254  0.0000
H -4.148 3.270 -4.090  0.0000
H 6.701 -6.437 8.593  0.0003
H 5.937 -7.828 7.022  0.0000
H -3.053 1.185 0.214  0.0000
H -5.320 -1.035 -6.641  0.0000
H 3.476 -5.728 8.987  -0.0005
C -3.963 3.600 -5.115  0.0000
Br -3.341 1.110 -2.761  0.0000
C 5.866 -4.460 8.288  0.0161
H -7.133 3.869 -5.754  0.0000
C -3.967 1.586 -6.699  0.0000
H 1.801 -0.002 4.996  0.0003
C -3.443 5.046 -5.137  0.0000
H -4.730 1.113 0.808  0.0000
H 0.523 5.432 -4.135  0.0000
H -7.730 0.015 -1.456  0.0000
C 6.167 -6.014 5.775  0.0263
C -4.079 1.501 0.017  0.0000
H 5.087 0.238 5.518  -0.0004
C 5.628 -0.401 3.070  -0.0009
H 0.415 0.823 3.132  0.0016
H -2.533 0.020 -6.211  0.0000
C 0.950 -0.043 -4.414  0.0000
C -6.926 1.940 -3.671  0.0000
C -3.876 -2.095 -5.414  0.0000
H 1.991 3.830 -3.236  0.0000
C 4.284 0.152 3.526  0.0266
S -0.873 6.049 -1.684  0.0000
H -7.254 2.549 -1.624  0.0000
N -7.966 3.340 -5.512  0.0000
C 4.639 -4.792 7.437  0.0269
H -0.086 -0.051 -4.067  0.0000
C 2.276 2.622 3.771  0.0028
H -3.913 -2.131 -4.326  0.0000
C 5.691 -7.462 6.027  0.0029
C 0.130 4.416 -4.040  0.0000
H 7.867 -5.144 8.694  0.0007
H 2.298 -1.715 -4.167  0.0000
H 1.551 3.396 3.518  -0.0004
H 2.435 -0.459 -2.899  0.0000
C 1.452 1.412 -4.266  0.0000
H -2.352 3.004 -6.455  0.0000
C -5.931 -1.148 -0.639  0.0000
H 6.326 0.407 2.848  0.0002
C -4.471 -0.787 -0.989  0.0000
C 1.746 -1.033 -3.521  0.0000
H -0.036 -2.199 -3.149  0.0000
H -3.448 -0.230 -7.718  0.0000
H -7.914 2.488 -6.060  0.0000
H 4.106 -2.699 7.142  -0.0005
C 2.357 1.581 2.629  0.0261
H -4.341 3.359 1.055  0.0000
C 1.406 0.415 2.903  0.0158
H -6.121 -1.178 0.437  0.0000
C 0.938 3.610 -3.031  0.0000
H 2.531 1.382 -4.103  0.0000
C -7.943 3.016 -4.089  0.0000
N -1.346 4.459 -3.824  0.0000
H -2.602 4.518 0.197  0.0000
H -3.968 5.630 -4.375  0.0000
H 7.825 -4.754 6.305  0.0024
C 7.361 -5.675 6.671  0.0162
C -4.501 -0.799 -5.960  0.0000
C 3.649 -3.634 7.462  -0.0009
H 7.352 -6.675 4.126  -0.0004
H -2.826 -2.156 -5.704  0.0000
H -3.738 5.484 -6.092  0.0000
C -3.120 2.538 -5.839  0.0000
H 6.044 -1.009 3.873  -0.0004
H -2.593 1.940 -5.089  0.0000
N -5.915 0.946 -1.609  0.0000
H -4.955 -0.241 -5.132  0.0000
C 0.851 -1.868 -2.603  0.0000
C 1.868 -0.509 4.029  0.0009
H 3.293 -1.648 2.895  0.0023
H 3.234 3.117 3.922  0.0015
H -6.208 -2.115 -1.055  0.0000
H 1.881 1.656 0.493  -0.0006
C -3.508 0.122 -6.688  0.0000
H 3.657 -1.590 4.607  0.0014
H 0.767 3.969 -2.019  0.0000
C -6.435 2.183 -2.245  0.0000
N 3.746 1.062 2.460  0.3760
H -5.009 1.627 -6.363  0.0000
H -4.373 -2.978 -5.812  0.0000
H -3.695 -1.130 -0.314  0.0000
H -7.750 3.937 -3.536  0.0000
H 6.246 -3.475 7.998  0.0025
C 4.554 0.904 4.839  0.0022
H 5.181 1.778 4.662  0.0012
H 1.268 1.949 -5.198  0.0000
H 1.004 -0.330 -5.462  0.0000
N 5.065 -5.025 6.018  0.3794

Forces on atoms 1 to 3 (eV/Å):
O -0.4039 -0.1585 -0.2317
H -0.0067 -0.0271 -0.0174
C -0.3400 -0.2395 0.0729

Properties
charge = +1
highest occupied orbital energy (spin up / spin down) = -9.45 / -10.48 eV
⟨S²⟩ = 2.008
orbital gap (spin up / spin down) = 5.42 / 6.46 eV
multiplicity = 3